24
Properties=species:S:1:pos:R:3 method="wB97M-V/def2-TZVPD" e_lumo_ev="-0.430 / -0.335" fmax_ha_per_bohr=0.082 homo_lumo_gap_ev="7.023 / 7.570" charge=0
C 1.161 -0.223 3.453
H 2.096 0.846 -1.477
H 0.303 -3.740 -1.165
Si 0.693 -0.830 0.779
H -3.246 2.621 -0.750
C 2.702 0.495 -0.726
H -1.135 2.270 -0.533
H -4.521 1.406 -0.901
C -3.444 1.572 -1.170
O 0.249 -2.309 0.271
H 0.359 -2.090 -1.810
H 3.240 1.414 -0.332
H -3.249 1.826 -2.279
O 2.137 -0.305 0.324
H 2.211 -0.614 3.422
H 3.516 0.034 -1.092
Br -0.523 1.379 -2.654
C -1.255 1.205 -0.743
H 1.066 0.851 3.287
O 0.556 -0.995 2.414
H 0.729 -0.339 4.414
C -0.042 -2.668 -1.004
H -1.162 -2.553 -1.130
O -2.443 0.745 -0.595